Record 1
Formula: C2H3Cl2FO
Source: the Open Molecules 2025 dataset
Level of theory: ωB97M-V with the def2-TZVPD basis set

Structure (ORCA input):
```
! wB97M-V def2-TZVPD RIJCOSX def2/J DEFGRID3
* xyz 0 1
C -0.4936 0.2501 -0.2079
F 1.6939 -0.4730 -0.1775
H 0.5301 -0.9018 1.3353
C 0.6796 0.0102 0.7236
H 0.1991 -0.3806 -2.0077
Cl -1.3940 1.6463 0.2584
O -0.3487 0.2738 -1.5299
Cl -1.7187 -1.3919 0.3816
H 0.8524 0.9669 1.2242
*
```

The structure (SMILES) is OC(Cl)(Cl)CF.

Here are the Löwdin charges for atoms 1 to 4, given in e:
1. C -1.056
2. F -0.082
3. H 0.096
4. C -0.200



Record 2
Formula: C15H35NO3PS
Source: the Open Molecules 2025 dataset
Level of theory: ωB97M-V with the def2-TZVPD basis set

Structure (ORCA input):
```
! wB97M-V def2-TZVPD RIJCOSX def2/J DEFGRID3
* xyz 1 1
H 0.1811 -0.9136 0.0120
C -1.7236 -1.9370 3.2920
H -3.4844 -1.4073 6.1912
H 6.8740 -0.7827 -0.7497
H 4.4197 1.1596 -2.4046
H 6.6529 0.9764 -0.8698
C 0.6835 -1.9996 -2.3210
C -3.0395 -0.0049 4.6017
H 0.7431 -2.7824 -3.0844
H 1.9967 1.1339 -3.2864
O -3.3970 -0.3381 2.0050
C -1.9480 2.5178 -2.6343
H -2.2630 -2.5929 2.6107
C -1.7422 -0.1121 -0.5474
H -0.6596 -1.9524 3.0682
H -2.6807 1.8362 -3.0692
C 2.1099 0.1312 -2.8525
H -0.4805 3.7773 0.5327
H -2.2233 -0.1786 -1.5262
H -0.2036 1.2197 -0.9831
H 2.0326 0.9427 -0.8443
H 1.5444 -2.1590 -1.6629
H -1.2864 4.8768 -0.5820
C -0.8385 3.8826 -0.4953
O 4.9534 -0.2177 -0.9667
C 6.3109 0.0062 -1.2506
H 0.0095 3.8063 -1.1851
O -1.2313 0.6300 2.7065
P -2.1465 2.6561 -0.8286
C -0.5940 -2.2374 -1.5183
H -0.0546 0.0181 -2.6981
C -0.7975 -1.2933 -0.3222
H 2.8668 -0.3721 -3.4704
C -2.0514 -2.2328 4.7611
H -1.2173 -1.9271 5.3941
H -0.7737 1.2872 0.5642
H -2.2882 0.5167 5.1949
H 6.5056 -0.0402 -2.3298
C 2.6763 0.2831 -1.4433
C 4.1078 0.8152 -1.4031
H -0.9364 2.2296 -2.9402
H -2.1401 3.5216 -3.0349
H -4.1836 -1.8338 4.6317
H -0.5921 -3.2708 -1.1592
N -1.0574 1.2172 -0.4204
H -1.4622 -2.1548 -2.1896
H -2.5090 -0.0661 0.2227
H -2.2069 -3.2988 4.9128
C -3.3008 -1.4163 5.1190
H 2.6926 -0.6824 -0.9276
S -2.3351 -0.2711 2.9837
C 0.7866 -0.6264 -3.0090
H 0.6277 -0.7705 -4.0835
H -3.9248 0.6156 4.4838
H 4.1912 1.6730 -0.7221
H -1.1932 -1.8580 0.5278
*
```

Here are the Löwdin charges for atoms 1 to 4, given in e:
1. H 0.122
2. C -0.221
3. H 0.123
4. H 0.092



Record 3
Formula: C4H4NO
Source: the Open Molecules 2025 dataset
Level of theory: ωB97M-V with the def2-TZVPD basis set

Structure (ORCA input):
```
! wB97M-V def2-TZVPD RIJCOSX def2/J DEFGRID3
* xyz 1 1
C -0.8284 0.1511 -0.0448
H -1.8236 1.5276 1.1221
C 2.2724 0.0440 0.0509
H -2.0945 1.6654 -0.6382
C 0.0196 -0.9836 -0.0306
H -0.4277 -1.8549 0.5230
H -0.1212 -1.6384 -0.9298
O 3.1923 0.7083 -0.0990
N 1.3896 -0.7698 0.0323
C -1.5785 1.1504 0.0140
*
```

Here are the Löwdin charges for atoms 1 to 4, given in e:
1. C 0.174
2. H 0.220
3. C -0.274
4. H 0.063



Record 4
Formula: C6H8O2
Source: the Open Molecules 2025 dataset
Level of theory: ωB97M-V with the def2-TZVPD basis set

Structure (ORCA input):
```
! wB97M-V def2-TZVPD RIJCOSX def2/J DEFGRID3
* xyz 0 1
C 0.1698 -0.5911 1.5520
H 0.1709 -0.7569 2.7413
C -0.6840 0.0484 -1.5823
H 0.4468 2.1621 0.1572
C 0.8577 -0.0862 -1.2971
H -1.2253 -0.7525 -2.2481
C 0.6917 -1.4564 0.6942
C -1.2846 0.8297 -0.7445
H -2.3708 0.9301 -0.8518
C -0.5994 1.6212 0.4057
H 0.9366 -2.5828 0.9191
O -0.3523 0.7052 1.5778
H 1.4085 -0.0629 -2.2792
O 1.0689 -1.2415 -0.6559
H 1.2927 0.8414 -0.7299
H -1.3004 2.3187 0.7472
*
```

The structure (SMILES) is C1=C\CO/C=C\OC/1.

Here are the Löwdin charges for atoms 1 to 4, given in e:
1. C -0.150
2. H 0.167
3. C -0.062
4. H 0.151



Record 5
Formula: C4H7NO2
Source: the Open Molecules 2025 dataset
Level of theory: ωB97M-V with the def2-TZVPD basis set

Structure (ORCA input):
```
! wB97M-V def2-TZVPD RIJCOSX def2/J DEFGRID3
* xyz 0 1
O -2.6037 -0.1847 0.1966
C 1.3233 -1.0338 0.2989
H -0.3338 1.2270 -1.5945
H 1.1377 2.1151 0.6388
H -2.7503 -0.2906 1.1473
C -1.3445 0.2401 0.0092
C 0.6662 0.3186 0.3073
H -0.9650 -0.4325 -2.0342
H 1.8468 -1.1623 1.2518
N -0.5233 0.5528 0.9890
H 2.0548 -1.0990 -0.5041
C -0.6812 0.2626 -1.2494
O 1.5903 1.3066 0.3584
H 0.5826 -1.8200 0.1850
*
```

Here are the Löwdin charges for atoms 1 to 4, given in e:
1. O 0.093
2. C -0.016
3. H 0.078
4. H 0.120



Record 6
Formula: C38H35F5N3O2S
Source: the Open Molecules 2025 dataset
Level of theory: ωB97M-V with the def2-TZVPD basis set

Structure (ORCA input):
```
! wB97M-V def2-TZVPD RIJCOSX def2/J DEFGRID3
* xyz 1 1
H -1.1368 4.3921 3.6453
H 1.2956 1.2963 -0.4083
C 4.1957 -3.9676 3.1233
H -4.1694 2.7875 1.1718
C -1.7955 -1.5043 1.3255
H -2.3422 2.3390 4.4103
C 3.8689 -6.3646 1.7716
H 1.1275 2.8304 -1.7927
H 4.7618 1.2140 -2.0236
C -0.2978 0.4884 -1.6347
C 4.7585 -2.2288 0.0535
O -1.5332 -0.6936 0.1663
H -2.3632 0.8102 -3.3772
C -6.8019 -0.8735 -1.9150
C 0.8679 0.3931 -0.8662
F 3.7149 -7.5278 1.1045
O 5.5819 -3.1078 0.3000
F 4.4133 -2.7829 3.7554
H 4.0709 0.5402 1.5570
H -2.0857 5.1125 -3.5267
C -2.3047 1.4020 2.4779
H 2.9857 1.2057 -2.0245
H -2.8520 0.5073 2.7888
H -1.1463 -2.3738 1.2032
C -0.4115 4.0949 -2.6357
C 0.1334 2.8678 -2.2586
C 4.6902 -6.3126 2.8987
N 5.0438 -0.9652 -0.3840
H -0.2932 4.5285 1.2702
H -1.5469 -0.9633 2.2478
C -5.6584 1.0079 -0.9055
H 2.9103 -3.1297 -0.5962
C 6.4130 -0.5430 -0.5647
H 6.5748 0.4289 -0.0808
H 2.8856 -1.9355 2.1991
H -5.0489 3.4032 -0.2388
H -8.9430 -0.6571 -2.1119
C -8.0183 -0.1865 -1.7814
N -4.4087 1.4292 -0.4482
H 6.6629 -0.4388 -1.6311
C -1.3236 3.5742 2.9469
C -8.0503 1.0961 -1.2117
H 3.8693 -0.1957 -2.6830
C 3.2145 -5.2118 1.3464
H -2.8598 -1.7841 1.3251
C 1.4846 -0.8230 -0.6173
C -2.2034 0.5011 0.1096
H 2.9659 1.5627 0.5933
C -0.8587 3.6636 1.6339
H -6.8899 2.6963 -0.3212
H 1.6226 -2.9171 1.4043
S -3.9921 -0.9406 -1.4458
C -1.8570 1.7448 -3.1134
F 5.3207 -7.4231 3.3310
C 4.8611 -5.1032 3.5725
C -3.4160 0.4850 -0.5767
H 0.1731 5.0051 -2.4781
H 4.7260 1.7082 0.3775
H -6.7476 -1.8680 -2.3542
C 3.8747 0.5817 -1.9087
H -9.0027 1.6192 -1.1093
C -0.6536 1.6806 -2.3641
C 3.2303 -2.3460 0.1164
C -1.8757 1.5104 1.1383
H -3.3673 2.9932 -3.9860
C -5.6195 -0.2753 -1.4647
C 3.9077 1.0048 0.5746
C 3.8948 -0.0694 -0.5252
F 2.4417 -5.2747 0.2252
C -2.4023 2.9667 -3.4735
H -0.7613 2.6433 -0.2725
H -0.8139 -0.4149 -1.9536
C -6.8710 1.7027 -0.7703
H 0.9009 -1.7496 -0.6672
C -2.0206 2.4382 3.3702
H 7.0703 -1.2996 -0.1220
C 2.7070 -2.7498 1.4878
C 3.3606 -3.9908 2.0063
C -1.1084 2.6142 0.7567
C -1.6826 4.1534 -3.2163
F 5.6680 -5.0382 4.6506
C -4.2038 2.7837 0.0733
H -3.2985 3.2453 -0.3442
N 2.7865 -1.0223 -0.3256
*
```

Here are the Löwdin charges for atoms 1 to 4, given in e:
1. H 0.110
2. H 0.102
3. C -0.132
4. H 0.107



| no. | HOMO (eV) | strongest force on any atom (eV/A) | orbital gap (eV) |
| --- | --- | --- | --- |
| 1 | -10.640 | 2.58 | 10.7 |
| 2 | -11.920 | 0.45 | 10.0 |
| 3 | -15.197 | 6.04 | 7.9 |
| 4 | -8.382 | 4.12 | 9.4 |
| 5 | -8.540 | 1.02 | 9.3 |
| 6 | -9.578 | 1.94 | 5.2 |